The following is a quantum chemistry calculation of a structure of composition C32H28N5O3RbS2, from the Open Molecules 2025 dataset.

Positions of all 71 atoms, in Å:
Rb (-0.173, -0.584, 0.055)
C (-3.237, 1.122, 0.846)
C (-2.404, 2.114, 1.351)
C (-1.699, 2.942, 0.486)
C (-1.831, 2.782, -0.887)
C (-2.668, 1.793, -1.392)
C (-3.368, 0.961, -0.527)
H (-3.756, 0.450, 1.515)
H (-2.291, 2.229, 2.422)
H (-1.038, 3.704, 0.881)
H (-1.275, 3.421, -1.563)
H (-2.760, 1.653, -2.462)
H (-3.985, 0.166, -0.921)
C (6.446, -2.235, -3.315)
O (6.586, -1.033, -4.072)
C (6.719, 0.134, -3.353)
C (7.856, 0.892, -3.583)
C (8.053, 2.089, -2.911)
C (7.093, 2.529, -2.014)
C (5.938, 1.793, -1.801)
C (5.730, 0.577, -2.464)
N (4.567, -0.172, -2.329)
C (3.577, -0.068, -1.328)
N (4.089, 0.038, -0.091)
C (3.512, 0.107, 1.220)
C (2.179, 0.447, 1.460)
C (1.853, 0.434, 2.836)
C (2.738, 0.114, 3.853)
C (4.067, -0.176, 3.556)
C (4.451, -0.160, 2.231)
O (5.760, -0.413, 1.818)
C (6.746, -0.414, 2.814)
N (2.336, -0.223, -1.627)
C (1.881, -0.167, -2.936)
C (1.016, -1.167, -3.388)
C (0.477, -1.151, -4.664)
C (0.785, -0.116, -5.529)
C (1.625, 0.909, -5.103)
C (2.166, 0.896, -3.828)
O (2.957, 1.903, -3.340)
C (3.412, 2.870, -4.251)
H (7.020, -3.004, -3.833)
H (5.405, -2.556, -3.256)
H (6.836, -2.119, -2.303)
H (8.582, 0.514, -4.293)
H (8.951, 2.668, -3.089)
H (7.227, 3.462, -1.481)
H (5.163, 2.165, -1.147)
H (4.211, -0.559, -3.189)
H (5.088, -0.090, -0.044)
H (0.840, 0.705, 3.136)
H (2.415, 0.083, 4.890)
H (4.763, -0.417, 4.349)
H (7.707, -0.464, 2.301)
H (6.654, -1.281, 3.479)
H (6.709, 0.497, 3.420)
H (0.777, -1.974, -2.706)
H (-0.191, -1.947, -4.967)
H (0.368, -0.084, -6.527)
H (1.834, 1.730, -5.777)
H (4.135, 3.478, -3.711)
H (2.598, 3.509, -4.612)
H (3.909, 2.412, -5.114)
S (-2.615, -2.111, 1.741)
C (-2.835, -3.475, 0.686)
C (-3.026, -4.704, 1.385)
N (-3.170, -5.680, 1.987)
C (-2.867, -3.507, -0.691)
S (-2.660, -2.203, -1.823)
C (-3.117, -4.756, -1.331)
N (-3.327, -5.746, -1.892)

Computed properties:
Energy   -69556.6170 eV
HOMO energy   -0.604 eV
Net charge   -2



The following is a quantum chemistry calculation of a structure of composition C32H28N6O6PbS at a distorted geometry, from the Open Molecules 2025 dataset.

Positions of all 74 atoms, in Å:
Pb (0.360, 0.098, -0.030)
O (0.706, 5.650, -3.527)
C (0.524, 4.585, -2.718)
C (0.623, 4.606, -1.316)
C (0.263, 3.430, -0.627)
N (-0.230, 2.361, -1.238)
C (-0.225, 2.279, -2.573)
C (0.167, 3.361, -3.347)
C (-0.738, 0.981, -3.130)
O (-0.353, 0.575, -4.247)
O (-1.582, 0.397, -2.325)
C (0.327, 3.340, 0.876)
O (0.813, 4.285, 1.529)
O (-0.129, 2.209, 1.400)
H (0.967, 6.463, -3.041)
H (0.918, 5.498, -0.728)
H (0.164, 3.329, -4.433)
C (-2.924, -4.702, -1.781)
C (-1.725, -5.078, -2.375)
C (-0.722, -4.142, -2.523)
C (-0.836, -2.868, -1.928)
C (-2.098, -2.495, -1.417)
C (-3.126, -3.412, -1.323)
N (0.243, -1.970, -1.773)
N (1.283, -2.232, -2.492)
C (2.207, -1.232, -2.695)
C (3.261, -1.460, -3.622)
C (4.272, -0.546, -3.741)
C (4.145, 0.644, -3.050)
C (3.036, 0.871, -2.264)
N (2.099, -0.060, -2.054)
H (-3.686, -5.481, -1.653)
H (-1.581, -6.110, -2.731)
H (0.235, -4.371, -3.020)
H (-2.173, -1.486, -0.987)
H (-4.091, -3.109, -0.927)
H (3.197, -2.339, -4.247)
H (5.167, -0.705, -4.355)
H (4.924, 1.422, -3.166)
H (2.848, 1.837, -1.767)
O (2.603, 1.489, 0.462)
N (3.098, 1.100, 1.644)
C (3.379, 2.061, 2.583)
C (4.033, 1.723, 3.710)
C (4.261, 0.373, 4.020)
C (3.830, -0.600, 3.158)
C (3.269, -0.265, 1.904)
S (2.802, -1.534, 0.863)
H (3.155, 3.081, 2.260)
H (4.377, 2.500, 4.408)
H (4.748, 0.125, 4.976)
H (3.921, -1.661, 3.381)
C (-3.396, 1.436, 0.883)
N (-3.414, 1.022, 2.282)
C (-4.698, 0.760, 2.914)
C (-2.196, 0.662, 3.005)
C (-1.870, -0.788, 2.725)
C (-2.542, -1.783, 3.438)
C (-2.367, -3.111, 3.091)
C (-1.410, -3.491, 2.189)
C (-0.646, -2.504, 1.566)
C (-0.936, -1.173, 1.800)
H (-4.151, 2.216, 0.733)
H (-3.652, 0.612, 0.209)
H (-2.411, 1.792, 0.576)
H (-5.462, 1.411, 2.451)
H (-4.650, 1.003, 3.997)
H (-5.049, -0.280, 2.797)
H (-2.412, 0.832, 4.071)
H (-1.395, 1.297, 2.627)
H (-3.258, -1.519, 4.230)
H (-2.971, -3.869, 3.588)
H (-1.257, -4.549, 1.963)
H (0.137, -2.795, 0.860)

Computed properties:
Energy   -70941.1210 eV
HOMO energy (spin up / spin down)   -7.410 / -7.454 eV
Net charge   0



The following is a quantum chemistry calculation of a structure of composition C32H28N6Ti at a distorted geometry, from the Open Molecules 2025 dataset.

Positions of all 67 atoms, in Å:
Ti (0.051, -0.018, 0.198)
C (-1.378, 4.454, 5.391)
C (-1.036, 3.265, 4.531)
C (-0.546, 2.097, 5.093)
C (-0.192, 1.021, 4.290)
C (-0.338, 1.047, 2.911)
N (-0.041, -0.079, 2.106)
C (0.583, -1.244, 2.611)
C (-0.099, -2.158, 3.411)
C (0.492, -3.335, 3.830)
C (1.789, -3.668, 3.443)
C (2.410, -4.983, 3.833)
C (2.473, -2.774, 2.632)
C (1.888, -1.581, 2.241)
N (2.680, -0.701, 1.407)
C (4.015, -0.578, 1.366)
C (4.330, 0.318, 0.372)
C (3.087, 0.712, -0.142)
N (2.098, 0.080, 0.469)
C (-0.811, 2.248, 2.320)
C (-1.146, 3.319, 3.147)
N (-1.009, 2.443, 0.928)
C (-1.922, 3.326, 0.339)
C (-1.576, 3.455, -0.995)
C (-0.471, 2.660, -1.226)
N (-0.097, 1.993, -0.060)
H (-1.600, 4.142, 6.412)
H (-0.547, 5.162, 5.440)
H (-2.246, 4.994, 5.011)
H (-0.433, 2.017, 6.169)
H (0.185, 0.116, 4.750)
H (-1.120, -1.922, 3.685)
H (-0.071, -4.024, 4.449)
H (1.997, -5.346, 4.774)
H (2.222, -5.747, 3.075)
H (3.491, -4.897, 3.949)
H (3.463, -3.026, 2.273)
H (4.635, -1.100, 2.075)
H (5.308, 0.660, 0.086)
H (2.853, 1.432, -0.909)
H (-1.470, 4.239, 2.674)
H (-2.721, 3.764, 0.910)
H (-2.084, 4.075, -1.717)
H (0.081, 2.495, -2.136)
N (-2.028, -0.018, -0.611)
C (-2.844, -1.116, -0.191)
C (-4.045, -0.816, 0.434)
C (-4.849, -1.827, 0.934)
C (-4.437, -3.145, 0.804)
C (-3.234, -3.429, 0.172)
C (-2.405, -2.433, -0.346)
C (-1.098, -2.784, -0.997)
C (-1.029, -3.990, -1.698)
C (0.170, -4.439, -2.231)
C (1.312, -3.669, -2.063)
C (1.221, -2.455, -1.393)
C (0.030, -1.944, -0.842)
H (-2.526, 0.866, -0.641)
H (-1.623, -0.194, -1.528)
H (-4.338, 0.223, 0.535)
H (-5.781, -1.581, 1.427)
H (-5.042, -3.949, 1.202)
H (-2.906, -4.459, 0.112)
H (-1.923, -4.583, -1.846)
H (0.206, -5.376, -2.773)
H (2.262, -4.005, -2.462)
H (2.138, -1.875, -1.310)

Computed properties:
2S+1   3
Energy   -65693.6320 eV
HOMO energy (spin up / spin down)   -4.445 / -7.300 eV
Net charge   0